<1>
Density functional theory data (ωB97M-V/def2-TZVPD) for the molecule C4H12N2O.

Calculated values
E_HOMO (eV): -8.6
Net charge: 0
HOMO-LUMO gap (eV): 9.524

Last columns: bonded neighbours and bond lengths (Å).
Element x y z (Å)
1 N -0.29507 1.28191 -1.28747  C2 1.455, H9 1.013, H10 1.014
2 C 0.01800 1.71755 0.06473  N1 1.455, C3 1.543, H11 1.088, H12 1.091
3 C -0.76813 0.90507 1.11417  C2 1.543, N4 1.428, H13 1.082, H14 1.084
4 N -0.74714 -0.51568 0.97293  C3 1.428, C5 1.483, H15 1.007
5 C 0.55922 -1.19832 0.80596  N4 1.483, C6 1.508, H16 1.081, H17 1.099
6 C 0.54792 -2.07690 -0.41925  C5 1.508, O7 1.418, H18 1.094, H19 1.090
7 O 0.77893 -1.32637 -1.60051  C6 1.418, H8 0.975
8 H 0.21421 -0.53522 -1.52652  O7 0.975
9 H 0.43986 1.52561 -1.94124  N1 1.013
10 H -1.12310 1.75630 -1.63078  N1 1.014
11 H -0.15614 2.77036 0.27794  C2 1.088
12 H 1.08458 1.56187 0.23543  C2 1.091
13 H -0.45588 1.27046 2.08365  C3 1.082
14 H -1.79753 1.21827 0.97892  C3 1.084
15 H -1.36237 -0.82108 0.23595  N4 1.007
16 H 1.30586 -0.42479 0.69412  C5 1.081
17 H 0.75887 -1.76093 1.72880  C5 1.099
18 H -0.40619 -2.60717 -0.48959  C6 1.094
19 H 1.40410 -2.74092 -0.29725  C6 1.090

Atom-resolved charges from Mulliken, all expressed in e: number 1, N, carries -0.5607; number 2, C, carries -0.5580; number 3, C, carries -0.8155; number 4, N, carries -0.3122; number 5, C, carries -0.4432; number 6, C, carries -0.5321; number 7, O, carries -0.5764; number 8, H, carries 0.4531; number 9, H, carries 0.2388; number 10, H, carries 0.1907; number 11, H, carries 0.3833; number 12, H, carries 0.3725; number 13, H, carries 0.3106; number 14, H, carries 0.3925; number 15, H, carries 0.3111; number 16, H, carries 0.1867; number 17, H, carries 0.3441; number 18, H, carries 0.2515; number 19, H, carries 0.3634

---

<2>
Density functional theory data (ωB97M-V/def2-TZVPD) for the molecule C4H12N2O.

Calculated values
E_HOMO (eV): -8.9
Net charge: 0
HOMO-LUMO gap (eV): 9.888

Last columns: bonded neighbours and bond lengths (Å).
Element x y z (Å)
1 N -0.05205 0.05020 2.06696  C2 1.585, H8 1.078, H9 1.078
2 C 0.10122 0.09256 0.49039  N1 1.585, C3 1.536, C6 1.479, H10 1.088
3 C -1.17027 -0.59324 -0.03250  C2 1.536, C4 1.542, H11 1.049, H12 1.075
4 C -1.42987 -0.53850 -1.55103  C3 1.542, O5 1.465, H13 1.147, H14 1.094
5 O -1.82113 0.76647 -2.08882  C4 1.465, H15 0.927
6 C 1.43731 -0.38259 0.06996  C2 1.479, N7 1.469, H16 1.223, H17 1.090
7 N 2.53627 0.58796 0.16498  C6 1.469, H18 1.074, H19 1.008
8 H -0.78319 0.77296 2.39085  N1 1.078
9 H 0.84086 0.41491 2.54854  N1 1.078
10 H -0.06139 1.12998 0.20525  C2 1.088
11 H -1.92675 -0.07498 0.47748  C3 1.049
12 H -1.29820 -1.54306 0.45475  C3 1.075
13 H -2.24839 -1.27070 -1.88353  C4 1.147
14 H -0.45058 -0.72577 -2.00102  C4 1.094
15 H -2.35134 1.34159 -1.59169  O5 0.927
16 H 1.30572 -0.86283 -1.04684  C6 1.223
17 H 1.66886 -1.12911 0.83021  C6 1.090
18 H 2.59444 1.43112 -0.49714  N7 1.074
19 H 3.10848 0.53304 0.99323  N7 1.008

Atom-resolved charges from Mulliken, all expressed in e: number 1, N, carries -0.8330; number 2, C, carries 0.7878; number 3, C, carries -1.2258; number 4, C, carries -0.2124; number 5, O, carries -0.5288; number 6, C, carries -0.5551; number 7, N, carries -0.4422; number 8, H, carries 0.2444; number 9, H, carries 0.2394; number 10, H, carries 0.0858; number 11, H, carries 0.3997; number 12, H, carries 0.4420; number 13, H, carries 0.2389; number 14, H, carries 0.1592; number 15, H, carries 0.2910; number 16, H, carries 0.1237; number 17, H, carries 0.4014; number 18, H, carries 0.1854; number 19, H, carries 0.1986

---

On energetic grounds, <1> is preferred over the next structure by 0.0449 hartree.

---

<1>
Density functional theory data (ωB97M-V/def2-TZVPD) for a cluster of 2 separate species, C4H12N2O in total.

Calculated values
E_HOMO (eV): -7.6
Net charge: 0
HOMO-LUMO gap (eV): 4.077

Last columns: bonded neighbours and bond lengths (Å).
Element x y z (Å)
1 C 0.88641 0.29437 1.23996  C2 1.618, N5 1.397, H8 1.088, H9 1.091
2 C 1.58585 -0.08849 -0.16766  C1 1.618, C3 1.537, O4 1.293, H10 1.111
3 C 0.55901 0.03163 -1.30505  C2 1.537, H11 1.094, H12 1.101, H13 1.089
4 O 2.61376 0.67906 -0.33193  C2 1.293
5 N -0.28013 -0.42032 1.52364  C1 1.397, H14 1.013, H15 1.057
6 C -2.57849 0.44895 -0.48813  N7 1.431, H16 1.097, H17 1.107, H18 1.099
7 N -2.08251 -0.89190 -0.54343  C6 1.431, H19 1.019
8 H 1.63606 0.08733 2.00132  C1 1.088
9 H 0.73203 1.37430 1.21148  C1 1.091
10 H 1.82412 -1.16607 -0.03559  C2 1.111
11 H 0.21240 1.06668 -1.37859  C3 1.094
12 H -0.30956 -0.62002 -1.12435  C3 1.101
13 H 1.08268 -0.21379 -2.22783  C3 1.089
14 H -0.13536 -1.15088 2.21077  N5 1.013
15 H -0.96021 -0.70342 0.76496  N5 1.057
16 H -3.63337 0.51151 -0.19270  C6 1.097
17 H -2.48382 0.96824 -1.46094  C6 1.107
18 H -1.98741 1.02914 0.23420  C6 1.099
19 H -2.85284 -1.49831 -0.82134  N7 1.019

Atom-resolved charges from Mulliken, all expressed in e: number 1, C, carries -0.7141; number 2, C, carries 0.5864; number 3, C, carries -1.2354; number 4, O, carries -0.5675; number 5, N, carries -0.2921; number 6, C, carries -0.6977; number 7, N, carries -0.6368; number 8, H, carries 0.3470; number 9, H, carries 0.3295; number 10, H, carries 0.2238; number 11, H, carries 0.2541; number 12, H, carries 0.5033; number 13, H, carries 0.3483; number 14, H, carries 0.2771; number 15, H, carries 0.2839; number 16, H, carries 0.3431; number 17, H, carries 0.2352; number 18, H, carries 0.2517; number 19, H, carries 0.1602

---

<2>
Density functional theory data (ωB97M-V/def2-TZVPD) for a cluster of 2 separate species, C4H12N2O in total.

Calculated values
E_HOMO (eV): -6.9
Net charge: 0
HOMO-LUMO gap (eV): 7.244

Last columns: bonded neighbours and bond lengths (Å).
Element x y z (Å)
1 C -1.03266 -1.72868 0.91777  O2 1.388, C3 1.527, H4 1.110, H5 1.113
2 O -0.57088 -1.25915 -0.30439  C1 1.388
3 C 0.04380 -1.63013 1.99624  C1 1.527, H6 1.105, H7 1.095, H8 1.090
4 H -1.38757 -2.77906 0.86131  C1 1.110
5 H -1.94486 -1.16107 1.20664  C1 1.113
6 H -0.36533 -1.95123 2.97087  C3 1.105
7 H 0.31943 -0.58456 2.16767  C3 1.095
8 H 0.89351 -2.27694 1.77649  C3 1.090
9 C 0.59856 0.40456 -2.53481  N10 1.509, H13 1.085, H14 1.087, H15 1.089
10 N 0.45973 1.54206 -1.55231  C9 1.509, C11 1.302, H16 1.009
11 C -0.03685 1.34742 -0.36429  N10 1.302, N12 1.330, H17 1.169
12 N 0.05911 2.19133 0.65980  C11 1.330, H18 1.012, H19 1.005
13 H 1.57130 -0.05997 -2.41370  C9 1.085
14 H 0.41754 0.81826 -3.52305  C9 1.087
15 H -0.20590 -0.27032 -2.24471  C9 1.089
16 H 1.04303 2.33049 -1.78764  N10 1.009
17 H -0.43829 0.28981 -0.07149  C11 1.169
18 H 0.74540 2.93551 0.66615  N12 1.012
19 H -0.16910 1.84168 1.57345  N12 1.005

Atom-resolved charges from Mulliken, all expressed in e: number 1, C, carries -0.4438; number 2, O, carries -0.8071; number 3, C, carries -0.7928; number 4, H, carries 0.2989; number 5, H, carries 0.2344; number 6, H, carries 0.3427; number 7, H, carries 0.1552; number 8, H, carries 0.2132; number 9, C, carries -0.6741; number 10, N, carries -0.1957; number 11, C, carries 0.3153; number 12, N, carries -0.3909; number 13, H, carries 0.2631; number 14, H, carries 0.3008; number 15, H, carries 0.2976; number 16, H, carries 0.2412; number 17, H, carries 0.1601; number 18, H, carries 0.2067; number 19, H, carries 0.2753

---

On energetic grounds, <2> is preferred over the next structure by 0.1660 hartree.